# 1
Entry from the Open Molecules 2025 dataset: a cluster of 2 separate species, C3H9NO2S in total at a distorted geometry (the ωB97M-V functional and the def2-TZVPD basis).

Each line ends with the Mulliken charge.
Element x y z (Å)
N  0.4295  -0.4911  -0.3735  -0.3267
H  0.7952  -2.8695  0.5021  0.2235
H  -0.7604  -2.9202  -0.2430  0.2423
O  1.1490  1.7700  -0.3426  -0.6357
H  1.4363  -0.5100  -0.2831  0.1897
H  -0.8246  1.2032  -0.4954  0.2249
H  -0.0576  -0.7280  1.6985  0.2181
H  0.6843  2.7881  -0.2570  0.4281
H  -1.3970  -0.8533  0.4877  0.2775
S  -0.9754  -3.5359  2.0579  -0.7660
C  -0.3596  -1.0813  0.7019  -0.3585
O  0.0821  3.9997  -0.2601  -1.0180
H  -0.3037  4.1249  -1.1357  0.1759
H  0.1605  0.8193  -1.9086  0.2080
C  -0.2487  -2.6244  0.6524  -0.7560
C  0.1903  0.9086  -0.8015  -0.3270

The calculation puts the largest force on an atom at 1.2 eV/Å. The relative energy (zero: lowest compared OMol25 entry of this formula, charge and spin) comes out at 29.0 kJ/mol. Its total charge is -2. Its molecular weight is 123.177 u. Its HOMO-LUMO gap is 0.2175 Eh. As for the highest occupied orbital energy: 0.08 eV.

# 2
Entry from the Open Molecules 2025 dataset: a cluster of 2 separate species, C3H9NO2S in total at a distorted geometry (the ωB97M-V functional and the def2-TZVPD basis).

Each line ends with the Mulliken charge.
Element x y z (Å)
H  1.6254  0.9870  -0.9188  0.1055
H  -0.0212  1.1523  1.4399  0.3418
C  -1.7476  0.0047  1.3005  -0.0872
N  0.5014  -0.7216  0.6031  -0.5655
O  -2.0963  -1.1438  1.4355  -0.4830
S  0.6407  1.5307  -1.6382  -0.2366
H  -1.2145  2.0552  -0.3216  0.3796
H  1.7938  -1.2265  -0.7808  0.3755
H  -1.4682  0.4938  -1.1249  0.3781
O  2.4177  -1.6799  -1.3818  -0.6751
C  -0.3914  0.3974  0.7559  -0.0124
C  -0.7622  1.1070  -0.5657  -0.7810
H  0.0197  -1.6081  0.6916  0.2784
H  2.0159  -1.4259  -2.2255  0.3449
H  -2.5232  0.7646  1.4195  0.3924
H  1.2099  -0.6867  1.3114  0.2447

The calculation puts the largest force on an atom at 1.5 eV/Å. The relative energy (zero: lowest compared OMol25 entry of this formula, charge and spin) comes out at 159.0 kJ/mol. Its molecular weight is 123.177 u. Its HOMO-LUMO gap is 0.3671 Eh. As for the highest occupied orbital energy: -9.41 eV.

# 3
Entry from the Open Molecules 2025 dataset: a cluster of 2 separate species, C3H9NO2S in total at a distorted geometry (the ωB97M-V functional and the def2-TZVPD basis).

Each line ends with the Mulliken charge.
Element x y z (Å)
S  -0.2714  0.0237  1.2064  -0.2333
H  -0.8081  -1.7445  -0.3354  0.3803
H  -0.8465  1.7923  -0.4783  0.1924
C  -1.5983  -0.0172  -1.2877  0.3380
H  -2.5569  -0.1636  -0.7423  0.1608
H  5.4191  0.4094  4.4034  0.3189
C  -0.5057  -0.6999  -0.4810  -0.8183
O  4.6437  -0.0247  4.7656  -0.6378
C  -1.7142  -0.5657  -2.7043  -0.0562
H  -2.5227  -0.0643  -3.3404  0.3345
H  3.9456  0.6385  4.6533  0.3187
H  -0.9359  1.7642  -2.1172  0.2480
H  0.4229  -0.6208  -1.0430  0.3150
O  -0.7453  -1.0810  -3.1934  -0.4298
H  -0.5468  -1.0981  1.9564  0.1407
N  -1.3795  1.4518  -1.2623  -0.5718

The calculation puts the largest force on an atom at 3.1 eV/Å. The relative energy (zero: lowest compared OMol25 entry of this formula, charge and spin) comes out at 224.8 kJ/mol. Its molecular weight is 123.177 u. Its HOMO-LUMO gap is 0.3590 Eh. As for the highest occupied orbital energy: -9.31 eV.

# 4
Entry from the Open Molecules 2025 dataset: a cluster of 2 separate species, C3H9NO2S in total at a distorted geometry (the ωB97M-V functional and the def2-TZVPD basis).

Each line ends with the Mulliken charge.
Element x y z (Å)
C  -0.6093  -0.4138  -1.1928  -0.8091
H  2.0648  -0.3773  1.7460  0.4898
H  0.5571  1.4378  -1.6075  0.2954
H  -2.5682  -0.0170  1.5057  0.3596
H  -1.2156  -0.3660  -2.1178  0.3725
H  1.1205  0.0528  -2.5876  0.3183
O  -0.6646  -0.9162  1.6482  -0.6258
C  -1.5548  -0.2350  1.0895  0.0456
O  1.8619  0.5575  1.9767  -0.6415
S  2.0460  0.0412  -0.4169  -0.2117
H  1.0353  0.5081  2.5082  0.3266
H  -2.1491  0.8522  -0.4632  0.2578
H  -0.4232  -1.4815  -0.9672  0.3319
N  -1.4535  0.1650  -0.1626  -0.0548
C  0.7308  0.3446  -1.5934  -0.4429
H  1.2217  -0.1523  0.6346  -0.0118

The calculation puts the largest force on an atom at 3.2 eV/Å. The relative energy (zero: lowest compared OMol25 entry of this formula, charge and spin) comes out at 263.4 kJ/mol. Its molecular weight is 123.177 u. Its HOMO-LUMO gap is 0.3208 Eh. As for the highest occupied orbital energy: -8.17 eV.

# 5
Entry from the Open Molecules 2025 dataset: a cluster of 2 separate species, C3H9NO2S in total at a distorted geometry (the ωB97M-V functional and the def2-TZVPD basis).

Each line ends with the Mulliken charge.
Element x y z (Å)
H  -0.3074  -0.6813  1.7274  0.2364
H  1.1593  1.2245  -2.9108  0.3197
C  -0.1430  -0.5458  0.6562  -0.2857
C  -0.9642  0.6509  0.2182  -0.6654
S  -2.7740  0.2829  0.3758  -0.2156
H  1.7946  -2.2936  0.3705  0.1897
H  1.6186  0.2322  -1.8712  0.3387
H  -0.3923  -1.4340  0.0836  0.4424
H  -0.7608  1.0136  -0.7832  0.2820
H  -2.8868  -0.5662  -0.6320  0.1092
H  3.1153  -1.2204  0.6395  0.2544
H  -0.7769  1.4870  0.8913  0.3367
O  1.3052  0.2842  -2.7876  -0.6525
N  2.1306  -1.3613  0.4804  -0.3382
C  1.3631  -0.2450  0.6282  0.2575
O  1.8651  0.8491  0.8027  -0.6095

The calculation puts the largest force on an atom at 1.4 eV/Å. The relative energy (zero: lowest compared OMol25 entry of this formula, charge and spin) comes out at 57.0 kJ/mol. Its molecular weight is 123.177 u. Its HOMO-LUMO gap is 0.3641 Eh. As for the highest occupied orbital energy: -9.23 eV.

# 6
Entry from the Open Molecules 2025 dataset: a cluster of 2 separate species, C3H9NO2S in total at a distorted geometry (the ωB97M-V functional and the def2-TZVPD basis).

Each line ends with the Mulliken charge.
Element x y z (Å)
H  -7.0733  1.2567  -0.5749  0.3201
C  2.3690  1.4576  0.4741  -0.1169
H  0.6322  0.3387  1.8701  0.2381
O  -6.7791  0.4465  -0.1183  -0.6358
H  -6.4470  0.8616  0.6787  0.3156
H  1.7286  0.0345  -1.8050  0.3514
H  -0.5923  -1.4703  -0.1762  0.1399
N  1.0728  -0.4595  1.4019  -0.6266
H  2.5611  2.0923  -0.4031  0.3633
H  2.6241  -0.5119  0.1332  0.2173
C  0.8966  -0.0124  -1.0928  -0.8699
H  0.2120  0.8128  -1.2658  0.3527
H  1.7580  -0.6615  2.1315  0.2822
S  0.1147  -1.6413  -1.2772  -0.2053
C  1.7179  0.1127  0.2106  0.3590
O  2.5009  1.8703  1.5947  -0.4852

The calculation puts the largest force on an atom at 1.9 eV/Å. The relative energy (zero: lowest compared OMol25 entry of this formula, charge and spin) comes out at 209.0 kJ/mol. Its molecular weight is 123.177 u. Its HOMO-LUMO gap is 0.3607 Eh. As for the highest occupied orbital energy: -9.13 eV.

# 7
Entry from the Open Molecules 2025 dataset: a cluster of 2 separate species, C3H9NO2S in total at a distorted geometry (the ωB97M-V functional and the def2-TZVPD basis).

Each line ends with the Mulliken charge.
Element x y z (Å)
H  -1.6839  1.6690  0.4701  0.3581
C  -0.6594  1.7274  0.3535  -1.2489
S  0.2129  -0.6545  1.4193  0.5503
C  1.0393  0.0428  -1.1634  -0.9858
H  -2.0995  -0.4914  0.0464  0.2929
H  -1.8257  -0.5190  -1.6275  0.2878
N  -1.4094  -0.8455  -0.6251  -0.5114
O  0.0234  -2.2815  1.4163  -0.4362
C  -0.1595  -0.1554  -0.3292  0.2713
O  1.6256  -0.5945  1.8025  -0.6055
H  0.8958  -2.5774  1.5901  0.3239
H  0.1072  1.8287  1.1544  0.4790
H  0.9469  1.0978  -1.6172  0.2513
H  1.3108  -0.7437  -1.9531  0.3176
H  1.9768  -0.0391  -0.5552  0.3044
H  -0.3012  2.5362  -0.3820  0.3514

The calculation puts the largest force on an atom at 7.3 eV/Å. The relative energy (zero: lowest compared OMol25 entry of this formula, charge and spin) comes out at 243.3 kJ/mol. The multiplicity is 3. Its expectation value of S² is 2.01. Its molecular weight is 123.177 u. Its HOMO-LUMO gap (spin up / spin down) is 0.2178 / 0.2555 Eh. As for the highest occupied orbital energy (spin up / spin down): -5.19 / -9.14 eV.

# 8
Entry from the Open Molecules 2025 dataset: an isolated molecule of C3H9NO2S2 at a distorted geometry (the ωB97M-V functional and the def2-TZVPD basis).

Each line ends with the Mulliken charge.
Element x y z (Å)
O  -0.2121  1.7492  -0.2182  -0.3296
H  1.1097  -2.3004  0.5948  0.1010
S  1.3377  -1.1229  1.1730  -0.0988
H  -1.9243  -2.1069  0.0502  0.3177
H  -0.7050  2.6488  1.5027  0.3281
C  -0.3559  1.7156  1.1727  -0.8360
H  2.6502  1.4835  -0.0406  0.0761
O  -1.2458  -0.3172  -0.2144  -0.3430
S  2.7118  0.4575  -0.7728  -0.1322
H  -0.2760  0.3779  -1.7918  0.4387
H  -0.5341  -2.1320  -0.9734  0.3689
H  -1.0555  1.0105  1.4514  0.3988
C  -1.4632  -1.5973  -0.7499  -0.9180
H  0.6000  1.5475  1.6594  0.2370
C  -0.1294  0.4717  -0.7390  0.2551
H  -1.8202  -1.5734  -1.7311  0.3308
N  1.3122  -0.3120  -0.3729  -0.1948

The calculation puts the largest force on an atom at 3.4 eV/Å. The relative energy (zero: lowest compared OMol25 entry of this formula, charge and spin) comes out at 387.6 kJ/mol. Its molecular weight is 155.244 u. Its HOMO-LUMO gap is 0.3480 Eh. As for the highest occupied orbital energy: -8.81 eV.

largest force on an atom of number 8 (C3H9NO2S2)?
3.4 eV/Å

What is the largest force on an atom in the first record?
1.2 eV/Å